w) Below is an isolated molecule of C16H22N4O2S, with properties calculated with wB97M-V/def2-TZVPD.

Values from the calculation:
SMILES = Cn1c(COc2ccccc2)nnc1SCCN1CCOCC1
HOMO-LUMO gap = 9.02 eV
LUMO = 0.6 eV
HOMO level = -0.310 hartree

Geometry (Å):
C 3.08 0.03 0.69
N 1.69 0.37 0.80
C 0.79 0.02 1.78
C 1.12 -0.80 2.97
O 1.68 -2.02 2.53
C 1.98 -2.97 3.47
C 1.80 -2.83 4.84
C 2.15 -3.86 5.69
C 2.68 -5.04 5.20
C 2.86 -5.18 3.83
C 2.52 -4.16 2.97
N -0.37 0.54 1.52
N -0.28 1.24 0.37
C 0.95 1.13 -0.05
S 1.61 1.84 -1.49
C 0.09 2.58 -2.15
C -0.82 1.53 -2.77
N -1.97 2.17 -3.38
C -2.55 1.39 -4.46
C -3.67 2.20 -5.11
O -4.67 2.53 -4.18
C -4.12 3.26 -3.10
C -3.01 2.47 -2.40
H 3.37 0.06 -0.36
H 3.69 0.74 1.25
H 3.24 -0.98 1.09
H 0.18 -0.97 3.52
H 1.83 -0.26 3.61
H 1.39 -1.92 5.26
H 2.01 -3.74 6.76
H 2.95 -5.84 5.87
H 3.27 -6.10 3.43
H 2.65 -4.26 1.90
H -0.39 3.09 -1.32
H 0.41 3.31 -2.90
H -0.26 1.00 -3.55
H -1.11 0.80 -1.99
H -1.78 1.18 -5.20
H -2.96 0.43 -4.09
H -4.16 1.62 -5.89
H -3.24 3.12 -5.53
H -4.95 3.45 -2.41
H -3.71 4.21 -3.46
H -2.59 3.07 -1.60
H -3.43 1.55 -1.97


x) Below is a structure of composition C16H22N4O2S, with properties calculated with wB97M-V/def2-TZVPD.

Values from the calculation:
HOMO-LUMO gap = 10.01 eV
LUMO = 0.7 eV
HOMO level = -0.344 hartree

Geometry (Å):
C 0.91 -3.36 -1.08
C 1.58 -2.20 -0.36
C 1.94 -1.01 -1.27
C 3.02 -1.40 -2.29
C 0.74 -0.57 -1.99
N -0.20 -0.22 -2.55
C 2.48 0.11 -0.37
O 3.64 0.09 0.00
N 1.60 1.06 0.01
C 1.92 2.16 0.90
C 1.13 3.39 0.53
C -0.01 3.78 1.10
C -0.75 3.02 2.17
N -2.17 2.82 1.90
C -2.71 2.62 0.66
O -3.55 3.38 0.19
C -2.14 1.52 -0.21
C -2.10 0.15 0.39
C -2.27 -1.05 -0.25
C -2.13 -2.14 0.63
C -2.28 -3.59 0.28
N -1.86 -1.86 1.88
S -1.77 -0.19 2.05
H 0.68 -4.16 -0.37
H -0.03 -3.06 -1.55
H 1.55 -3.79 -1.85
H 0.92 -1.86 0.44
H 2.49 -2.55 0.13
H 3.36 -0.53 -2.85
H 3.88 -1.84 -1.79
H 2.63 -2.12 -3.01
H 0.64 0.96 -0.27
H 1.75 1.86 1.94
H 2.98 2.39 0.83
H 1.57 4.01 -0.25
H -0.47 4.70 0.77
H -0.27 2.07 2.39
H -0.69 3.61 3.09
H -2.74 3.52 2.37
H -2.70 1.51 -1.14
H -1.13 1.84 -0.49
H -2.48 -1.14 -1.30
H -2.43 -3.74 -0.80
H -1.39 -4.16 0.57
H -3.13 -4.03 0.79


Which is most stable? The ranking, best first, is x), w).


w) Below is an isolated molecule of C4H6N2, with properties calculated with wB97M-V/def2-TZVPD.

Values from the calculation:
SMILES = C[C@H]1N[C@H]1C#N
HOMO-LUMO gap = 10.75 eV
LUMO = 0.9 eV
HOMO level = -0.362 hartree

Geometry (Å):
C -1.47 -0.03 -0.23
C -0.33 0.64 0.43
N 0.60 -0.18 1.35
C 1.13 0.40 0.05
C 1.51 -0.53 -1.09
N 1.24 -1.37 -1.91
H -1.99 -0.36 0.71
H -0.77 -0.78 -0.83
H -2.28 0.56 -0.74
H -0.02 1.68 0.83
H 0.55 -1.15 1.22
H 1.82 1.10 0.21


x) Below is an isolated molecule of C4H6N2, with properties calculated with wB97M-V/def2-TZVPD.

Values from the calculation:
SMILES = [H]/N=C/CC1=NC1
HOMO-LUMO gap = 11.12 eV
LUMO = 1.0 eV
HOMO level = -0.371 hartree

Geometry (Å):
H -1.29 2.40 1.23
N -1.50 1.54 0.70
C -0.71 0.61 1.04
C -0.76 -0.73 0.36
C 0.49 -0.86 -0.43
N 1.47 -1.59 -0.69
C 1.40 -0.21 -1.34
H 0.10 0.73 1.78
H -1.62 -0.72 -0.33
H -0.87 -1.56 1.07
H 1.18 -0.17 -2.41
H 2.10 0.54 -0.97


y) Below is a cluster of 2 separate species, C4H6N2 in total, with properties calculated with wB97M-V/def2-TZVPD.

Values from the calculation:
HOMO-LUMO gap = 9.55 eV
LUMO = 0.3 eV
HOMO level = -0.339 hartree

Geometry (Å):
N 0.58 0.96 1.07
C 0.35 0.30 -0.22
C -0.80 0.88 -0.83
C -0.47 -0.30 0.89
C 1.44 -0.42 -0.83
N 2.31 -0.96 -1.37
H 1.44 0.71 1.56
H 0.40 1.97 1.02
H -1.03 0.22 -1.69
H -1.58 -1.57 -0.57
H -1.51 0.04 0.97
H -1.14 -1.82 -0.01


Which is most stable? The ranking, best first, is x), w), y).


w) Below is an isolated molecule of C4H6N2, with properties calculated with wB97M-V/def2-TZVPD.

Values from the calculation:
SMILES = C#CCNN=C
HOMO-LUMO gap = 9.88 eV
LUMO = 1.1 eV
HOMO level = -0.323 hartree

Geometry (Å):
C 2.69 -0.84 0.01
C 1.74 -0.10 -0.08
C 0.75 0.96 -0.30
N -0.57 0.70 0.31
N -1.32 -0.08 -0.52
C -2.35 -0.69 -0.02
H 3.57 -1.51 -0.01
H 1.09 1.88 0.24
H 0.61 1.14 -1.34
H -0.62 0.52 1.36
H -2.64 -0.68 1.02
H -2.94 -1.29 -0.66


x) Below is an isolated molecule of C4H6N2, with properties calculated with wB97M-V/def2-TZVPD.

Values from the calculation:
SMILES = N#CC[C@H]1CN1
HOMO-LUMO gap = 10.78 eV
LUMO = 0.9 eV
HOMO level = -0.363 hartree

Geometry (Å):
N -2.88 -0.35 -1.43
C -2.05 0.15 -0.79
C -0.96 0.75 0.00
C 0.03 -0.28 0.59
C 1.27 -0.73 -0.28
N 1.55 0.41 0.52
H -0.35 1.37 -0.65
H -1.41 1.42 0.76
H -0.51 -0.72 1.47
H 1.19 -0.53 -1.35
H 1.83 -1.65 -0.06
H 2.28 0.16 1.22


y) Below is a cluster of 2 separate species, C4H6N2 in total, with properties calculated with wB97M-V/def2-TZVPD.

Values from the calculation:
SMILES = CC#N.CC#N
HOMO-LUMO gap = 11.97 eV
LUMO = 0.6 eV
HOMO level = -0.419 hartree

Geometry (Å):
C 0.60 0.68 -2.53
C -0.11 1.59 -3.43
N -0.66 2.31 -4.14
H 1.67 0.75 -2.71
H 0.25 -0.34 -2.69
H 0.40 0.95 -1.49
C -0.49 -1.22 3.25
C -0.13 -0.52 2.02
N 0.15 0.04 1.06
H -0.14 -2.25 3.19
H -1.57 -1.22 3.40
H 0.03 -0.75 4.08


z) Below is an isolated molecule of C4H6N2, with properties calculated with wB97M-V/def2-TZVPD.

Values from the calculation:
SMILES = C[C@H]1C=NC=N1
HOMO-LUMO gap = 10.38 eV
LUMO = 0.4 eV
HOMO level = -0.366 hartree

Geometry (Å):
C 0.63 -0.18 -1.30
C 0.67 -0.02 0.30
C -0.07 1.10 0.99
N -1.29 0.76 1.20
C -1.35 -0.58 0.76
N -0.24 -1.14 0.44
H 1.08 0.70 -1.75
H 1.20 -1.09 -1.54
H -0.37 -0.35 -1.73
H 1.72 -0.14 0.60
H 0.32 2.04 1.38
H -2.30 -1.09 0.65


Which is most stable? The ranking, best first, is y), z), x), w).


w) Below is a structure of composition C4H6N2, with properties calculated with wB97M-V/def2-TZVPD.

Values from the calculation:
HOMO-LUMO gap = 9.02 eV
LUMO = 1.1 eV
HOMO level = -0.292 hartree

Geometry (Å):
N -0.08 -1.86 -1.07
C 0.19 0.09 0.28
C 0.31 -1.23 0.13
C 0.31 1.16 1.29
C -0.30 1.98 0.41
N -0.34 1.04 -0.68
H 0.43 -1.55 -1.88
H -0.06 -2.87 -1.01
H 0.67 -1.85 0.95
H 0.77 1.27 2.26
H -0.65 3.01 0.37
H -1.25 0.80 -1.06


x) Below is a structure of composition C4H6N2, with properties calculated with wB97M-V/def2-TZVPD.

Values from the calculation:
HOMO-LUMO gap = 10.68 eV
LUMO = 0.9 eV
HOMO level = -0.360 hartree

Geometry (Å):
N -0.93 0.30 2.96
C -0.61 0.43 1.86
C -0.22 0.54 0.46
C 1.01 -0.24 -0.07
C 0.12 -0.41 -1.31
N -1.11 -0.14 -0.52
H -0.17 1.60 0.18
H 1.98 0.27 -0.15
H 1.07 -1.20 0.47
H 0.13 -1.34 -1.87
H 0.24 0.42 -2.02
H -1.42 -1.01 -0.09


y) Below is an isolated molecule of C4H6N2, with properties calculated with wB97M-V/def2-TZVPD.

Values from the calculation:
SMILES = Nc1ccc[nH]1
HOMO-LUMO gap = 8.83 eV
LUMO = 1.1 eV
HOMO level = -0.285 hartree

Geometry (Å):
N 2.03 -0.13 0.30
C 0.64 0.05 0.15
C -0.17 1.11 -0.20
C -1.50 0.61 -0.28
C -1.47 -0.72 0.03
N -0.16 -1.05 0.30
H 2.42 -0.53 -0.55
H 2.51 0.74 0.47
H 0.14 2.14 -0.36
H -2.38 1.16 -0.59
H -2.25 -1.46 0.11
H 0.19 -1.93 0.62


z) Below is an isolated molecule of C4H6N2, with properties calculated with wB97M-V/def2-TZVPD.

Values from the calculation:
SMILES = Cc1cnc[nH]1
HOMO-LUMO gap = 9.30 eV
LUMO = 0.9 eV
HOMO level = -0.310 hartree

Geometry (Å):
C 1.72 0.07 -0.03
C 0.27 0.22 0.05
C -0.67 1.22 0.04
N -2.00 0.76 0.01
C -1.79 -0.61 -0.01
N -0.46 -0.91 0.00
H 2.23 0.86 -0.58
H 2.07 0.14 0.99
H 1.87 -0.92 -0.33
H -0.36 2.23 -0.16
H -2.57 -1.27 -0.05
H -0.31 -1.81 0.07


Which is most stable? The ranking, best first, is y), z), x), w).


w) Below is an isolated molecule of C4H6N2, with properties calculated with wB97M-V/def2-TZVPD.

Values from the calculation:
SMILES = C1=CCNN=C1
HOMO-LUMO gap = 8.45 eV
LUMO = 1.0 eV
HOMO level = -0.273 hartree

Geometry (Å):
C 0.04 -0.23 1.29
C 0.22 -1.11 0.30
C 0.11 -0.63 -1.07
N -0.28 0.78 -1.05
N -0.45 1.59 -0.10
C -0.16 1.19 1.08
H 0.29 -0.65 2.24
H 0.49 -2.17 0.55
H -0.73 -1.22 -1.50
H 1.06 -0.69 -1.68
H -0.62 1.20 -1.89
H 0.03 1.96 1.84


x) Below is an isolated molecule of C4H6N2, with properties calculated with wB97M-V/def2-TZVPD.

Values from the calculation:
HOMO-LUMO gap = 8.81 eV
LUMO = -0.4 eV
HOMO level = -0.339 hartree

Geometry (Å):
C -0.58 1.26 1.43
C -0.10 1.00 0.06
C 0.59 -0.29 -0.05
N 0.79 -0.80 -1.41
C -0.16 -1.64 -1.88
N -0.95 -2.40 -2.26
H -0.51 2.32 1.70
H -0.24 0.61 2.25
H -1.66 1.09 1.29
H 1.59 0.00 0.35
H 0.25 -1.12 0.59
H 0.97 -0.04 -2.06


Which is most stable? The ranking, best first, is w), x).